Entry 1:
ORCA calculation (wB97M-V/def2-TZVPD) on a molecular structure, C5H12IN4O2S.

Positions of all 25 atoms, in Å:
C 1.16009 0.29847 -0.29123
C -2.67870 -0.43017 -0.39920
C 1.87254 0.69333 2.10386
C -1.93739 1.80057 -0.41940
C -0.01151 0.10927 -1.02908
N 0.96195 0.72403 0.98528
N -1.52086 0.36992 -0.48728
N 2.43218 -0.06896 -0.95099
N -2.43433 -1.66916 -0.61564
O 0.84770 -2.27275 -0.95003
O 2.09894 -2.32496 1.12092
S 2.19905 -2.37784 -0.36013
I -4.74396 -0.33911 -0.23513
H 1.88168 1.62327 2.60035
H 1.64464 -0.15690 2.63613
H 2.92607 0.57346 1.63823
H -2.65864 2.08201 -1.17128
H -2.28519 2.12827 0.57279
H -1.04359 2.37759 -0.66745
H 0.02718 -0.49415 -1.83901
H 0.01713 0.83018 1.25519
H 2.34057 0.21405 -1.94626
H 3.19129 0.42989 -0.52022
H -1.43301 -1.71946 -0.96255
H -2.85381 -2.40084 -0.06787

* strongest force on any atom: 4.5 eV/A
* HOMO-LUMO gap: 7.65 eV
* LUMO: -3.9721 eV
* charge: +1

Entry 2:
ORCA calculation (wB97M-V/def2-TZVPD) on a molecular structure, C37H35DyP2.

Positions of all 75 atoms, in Å:
C 0.72140 -0.94362 -2.02333
C -0.30947 -1.36049 -1.18822
C -1.59667 -1.50981 -1.69385
C -1.84598 -1.26899 -3.04111
C -0.81120 -0.87390 -3.88858
C 0.47468 -0.70594 -3.37286
P 0.00271 -1.72088 0.52216
C -1.28802 -2.87864 1.03901
C -2.36365 -2.47810 1.82398
C -3.38449 -3.39236 2.11726
C -3.31193 -4.69456 1.63159
C -2.22019 -5.09013 0.85299
C -1.20612 -4.17598 0.55477
Dy -0.02256 0.02345 2.21684
P -0.00098 1.66587 0.41406
C -1.35206 1.71751 -0.73001
C -1.16926 2.09430 -2.05351
C -2.27524 2.18340 -2.90594
C -3.55399 1.89549 -2.43293
C -3.73007 1.49773 -1.10782
C -2.62513 1.39842 -0.26092
C -0.26106 3.06347 1.58124
C 0.58936 3.17153 2.68370
C 0.42483 4.22249 3.58956
C -0.58113 5.16156 3.38611
C -1.42460 5.05323 2.27912
C -1.26916 4.00543 1.37517
C 1.57116 1.99876 -0.34734
C 2.63864 1.12088 -0.19887
C 3.87663 1.41698 -0.77850
C 4.04043 2.60411 -1.49053
C 2.97615 3.50055 -1.60905
C 1.73856 3.19957 -1.02669
C 1.58383 -2.57554 0.62458
C 1.98865 -3.35200 -0.45467
C 3.18251 -4.07758 -0.38334
C 3.96218 -4.02715 0.77445
C 3.54780 -3.25534 1.85728
C 2.35580 -2.52394 1.78268
H 1.38627 2.43498 2.83985
H 1.08555 4.29724 4.45184
H -0.71083 5.98253 4.09108
H -2.21012 5.79141 2.11832
H -1.93415 3.91802 0.51885
H -0.17752 2.30422 -2.43971
H -2.13034 2.47108 -3.94719
H -4.41187 1.96864 -3.10000
H -4.72403 1.25603 -0.73431
H -2.75283 1.06328 0.77208
H 2.50806 0.20427 0.38594
H 4.70972 0.72555 -0.66294
H 5.00277 2.84128 -1.94111
H 3.10964 4.43846 -2.14465
H 0.92545 3.91811 -1.09688
H 1.39461 -3.39482 -1.36463
H 3.49971 -4.68038 -1.23163
H 4.89201 -4.59089 0.82783
H 4.14676 -3.21467 2.76459
H 2.02725 -1.91882 2.63515
H -2.39653 -1.45879 2.22415
H -4.22385 -3.08167 2.73618
H -4.09846 -5.40972 1.86525
H -2.15407 -6.11088 0.48261
H -0.35748 -4.49411 -0.04396
H -2.40980 -1.82486 -1.04179
H -2.85624 -1.38653 -3.43358
H -1.00634 -0.68872 -4.94305
H 1.28977 -0.39105 -4.02543
H 1.73091 -0.81420 -1.63691
H -0.07465 0.13854 -7.01666
H 0.67491 0.13662 -6.96592
C 0.26743 0.03116 4.42188
H 0.98153 -0.76809 4.68933
H -0.40860 -0.75451 4.81164
H 0.33300 0.97152 5.01530

* strongest force on any atom: 5.4 eV/A
* HOMO-LUMO gap (alpha / beta): 7.74 / 7.52 eV
* LUMO (alpha / beta): -6.4090 / -6.5111 eV
* expectation value of S²: 9.3747
* charge: +2
* relative energy (zero: lowest compared OMol25 entry of this formula, charge and spin): 28.3 kcal/mol
* spin multiplicity: 6

Entry 3:
ORCA calculation (wB97M-V/def2-TZVPD) on a molecular structure, C30H22AsCuF6N3O2Sb.

Positions of all 66 atoms, in Å:
Cu 0.79825 -1.10317 0.18627
O -4.00503 -0.79654 5.17359
N -3.74306 -1.93851 4.85569
O -4.18129 -2.93336 5.37961
C -2.83676 -2.12306 3.70132
C -3.02380 -3.23610 2.96751
C -2.23890 -3.47182 1.79415
C -2.36101 -4.61768 0.98573
C -1.54676 -4.75748 -0.10820
C -0.61770 -3.75085 -0.40136
N -0.50215 -2.66636 0.33936
C -1.28868 -2.52487 1.42722
C -1.07650 -1.35730 2.24210
N -0.09084 -0.51863 1.84554
C 0.21418 0.53135 2.58173
C -0.46773 0.81293 3.76643
C -1.49267 -0.00317 4.17112
C -1.83193 -1.13344 3.39524
H -3.77808 -3.94957 3.27069
H -3.08540 -5.38086 1.24062
H -1.60044 -5.63005 -0.74258
H 0.05592 -3.83564 -1.24503
H 1.01866 1.16322 2.22770
H -0.18072 1.67483 4.35086
H -2.03495 0.21302 5.07754
C 4.43677 3.43377 -2.62877
C 3.14513 3.77394 -3.01634
C 2.06734 3.04216 -2.54782
C 2.28891 1.97265 -1.68256
C 3.57673 1.62815 -1.29303
C 4.65223 2.36555 -1.77288
As 0.77199 0.96096 -1.08546
C -0.18945 0.53245 -2.70092
C -1.23138 1.31974 -3.17786
C -1.85395 0.98175 -4.37161
C -1.43793 -0.13473 -5.08352
C -0.39658 -0.91898 -4.60659
C 0.22755 -0.59005 -3.41236
C -0.35813 2.19349 -0.12881
C -1.66061 1.80412 0.18044
C -2.45048 2.60601 0.98846
C -1.93927 3.79483 1.49814
C -0.64305 4.18177 1.19281
C 0.15200 3.38125 0.37994
H 5.27739 4.00428 -3.00089
H 2.97979 4.60592 -3.68764
H 1.06282 3.30265 -2.86075
H 3.74851 0.79704 -0.62383
H 5.65734 2.09735 -1.47628
H -1.56021 2.19277 -2.62770
H -2.66233 1.59484 -4.74744
H -1.92416 -0.39213 -6.01508
H -0.06582 -1.78356 -5.16688
H 1.05134 -1.19658 -3.05084
H -2.06497 0.87721 -0.21438
H -3.46564 2.30879 1.21754
H -2.55717 4.42163 2.12746
H -0.24694 5.11059 1.58145
H 1.16366 3.68880 0.14273
F 2.20217 -2.01275 -0.89210
Sb 3.60792 -2.43036 0.49347
F 2.03875 -2.81252 1.51922
F 3.23107 -0.63479 1.02719
F 4.76742 -2.72603 1.90746
F 4.89200 -1.83385 -0.71285
F 3.60663 -4.17503 -0.15395

* strongest force on any atom: 0.2 eV/A
* HOMO-LUMO gap (alpha / beta): 7.83 / 7.02 eV
* LUMO (alpha / beta): -4.1160 / -5.0323 eV
* expectation value of S²: 0.7533
* charge: +1
* relative energy (zero: lowest compared OMol25 entry of this formula, charge and spin): 3.5 kcal/mol
* spin multiplicity: 2

Entry 4:
ORCA calculation (wB97M-V/def2-TZVPD) on 2 unconnected molecules or ions with the total composition C3H5FO.

Positions of all 10 atoms, in Å:
C 2.05190 0.00458 -0.43830
C -2.06658 -0.12166 -0.03093
C -0.72786 -0.02233 0.37921
O -2.71556 -1.13656 -0.17535
F -2.68279 1.12546 0.04743
H 2.30033 -0.92034 -0.02864
H 1.90374 0.34418 -1.37205
H 2.22495 0.77567 0.19294
H -0.08136 -0.89451 0.67506
H -0.20677 0.84551 0.75063

* strongest force on any atom: 3.6 eV/A
* HOMO-LUMO gap (alpha / beta): 9.91 / 7.73 eV
* LUMO (alpha / beta): -0.3715 / -1.7868 eV
* charge: 0
* relative energy (zero: lowest compared OMol25 entry of this formula, charge and spin): 85.4 kcal/mol

Entry 5:
ORCA calculation (wB97M-V/def2-TZVPD) on 7 unconnected molecules or ions with the total composition C19H53Br4O20P5.

Positions of all 101 atoms, in Å:
Br 22.77163 2.14556 -1.93071
C 23.39056 3.71773 -2.91845
C 24.76969 3.51935 -3.64560
Br 26.22646 3.24311 -2.39893
H 23.46358 4.41327 -2.08239
H 22.65320 3.99100 -3.67325
H 24.95311 4.36551 -4.30778
H 24.64354 2.63759 -4.27384
Br 22.33375 -0.58262 0.98063
C 21.46156 1.21981 1.16355
C 20.23428 1.24583 0.22231
Br 19.54671 3.10326 0.19458
H 22.18257 1.96096 0.81868
H 21.28237 1.38819 2.22545
H 19.49516 0.56993 0.65239
H 20.39397 0.79787 -0.75846
C 27.49806 0.92694 6.26623
O 26.70815 -0.15546 5.67416
P 26.57498 -0.25323 4.07664
O 27.14967 0.91509 3.39376
O 25.00405 -0.45283 3.97307
C 24.14426 0.48199 4.57541
O 27.21756 -1.68319 3.65826
C 28.58530 -1.96207 3.30567
H 26.93425 1.76891 6.66787
H 28.37606 1.24955 5.70664
H 27.93458 0.51652 7.17678
H 23.37847 0.75687 3.85008
H 24.52218 1.40179 5.02179
H 23.63919 0.04936 5.43902
H 28.70963 -2.30433 2.27829
H 28.97108 -2.83642 3.82987
H 29.31542 -1.16211 3.42854
C 25.04810 6.48254 2.80717
O 24.51703 5.24846 3.28760
P 23.42473 4.44243 2.42815
O 22.89113 3.25658 3.06762
O 24.27830 4.09970 1.07725
C 25.28167 3.06865 1.12701
O 22.38811 5.59185 1.90115
C 21.14783 5.90291 2.52223
H 26.10666 6.24359 2.70499
H 24.93780 7.26881 3.55398
H 24.61292 6.76445 1.84840
H 26.25299 3.45577 0.81912
H 24.91718 2.37642 0.36801
H 25.34672 2.61953 2.11804
H 20.91979 5.31437 3.41090
H 20.39284 5.73221 1.75480
H 21.06071 6.92338 2.89525
C 18.89495 -1.93972 -0.19965
O 18.87742 -2.01324 1.15818
P 18.72575 -3.40425 1.93634
O 17.38643 -3.99391 1.77462
O 19.02328 -3.01875 3.47978
C 18.26056 -3.42108 4.63999
O 20.00944 -4.31414 1.55011
C 20.38826 -5.48359 2.27963
H 19.90349 -1.68124 -0.52232
H 18.11068 -1.21824 -0.42874
H 18.66259 -2.91763 -0.62132
H 17.50678 -2.68416 4.91722
H 18.82544 -3.63111 5.54823
H 17.80951 -4.40299 4.49671
H 19.54486 -6.06919 2.64547
H 21.04177 -5.33354 3.13899
H 20.85484 -6.08462 1.49913
C 22.94947 -2.94828 3.25642
O 22.89834 -2.57969 4.60057
P 22.60864 -3.64992 5.78994
O 21.38307 -4.41023 5.54505
O 23.95454 -4.48405 6.03759
C 23.96834 -5.55235 7.04590
O 22.50528 -2.71322 7.13175
C 23.61870 -2.00437 7.53956
H 23.11052 -4.01033 3.07147
H 23.75372 -2.42936 2.73488
H 22.00195 -2.65364 2.80532
H 24.76356 -6.13861 6.58544
H 23.07882 -6.17030 7.16840
H 24.19000 -5.10360 8.01419
H 24.23968 -2.60265 8.20631
H 23.38472 -1.09748 8.09715
H 24.26351 -1.85714 6.67317
C 16.28312 0.10419 2.46945
O 16.40943 0.56856 3.79014
P 17.82432 0.98718 4.42275
O 17.64429 1.31564 5.84383
O 18.80327 -0.23038 4.00857
C 20.15861 -0.27360 4.46351
O 18.29557 2.25172 3.50431
C 19.21743 3.19863 3.89736
H 17.17868 -0.38150 2.08191
H 15.93544 0.91745 1.83241
H 15.50702 -0.65941 2.52126
H 20.72570 -0.61413 3.59717
H 20.31074 -1.00299 5.25908
H 20.57086 0.71286 4.67571
H 18.84126 4.12282 3.45865
H 20.19443 2.95980 3.47720
H 19.23625 3.29084 4.98329

* strongest force on any atom: 3.8 eV/A
* HOMO-LUMO gap (alpha / beta): 8.85 / 2.62 eV
* LUMO (alpha / beta): -3.3118 / -9.5398 eV
* expectation value of S²: 0.7550
* charge: +1
* spin multiplicity: 2

Entry 6:
ORCA calculation (wB97M-V/def2-TZVPD) on 2 unconnected molecules or ions with the total composition C4H11O.

Positions of all 16 atoms, in Å:
C -0.85795 2.31309 -0.12865
O -0.59676 1.18554 -0.92703
H -0.33129 2.20810 0.85013
H -1.82537 2.74313 0.23238
H -0.53152 3.28258 -0.62250
C 1.34134 -0.76049 -0.54932
C 0.75539 -1.72834 0.47850
C -0.60709 -1.26752 1.02261
H 2.46144 -0.77611 -0.70184
H 1.00493 -0.98856 -1.60997
H 0.88816 0.21722 -0.26260
H 0.69673 -2.69675 -0.10826
H 1.51344 -1.73666 1.34039
H -1.37912 -2.00342 1.36632
H -1.00008 -0.64780 0.28754
H -0.51339 -0.42644 1.70587

* strongest force on any atom: 2.7 eV/A
* HOMO-LUMO gap: 6.76 eV
* LUMO: 4.4101 eV
* charge: -1
* relative energy (zero: lowest compared OMol25 entry of this formula, charge and spin): 30.2 kcal/mol

The evaluated molar mass for the records listed, in turn: 319.15; 704.14; 830.74; 76.07; 1076.10; 75.13 g/mol.